Density functional theory data (ωB97M-V/def2-TZVPD) for a molecular structure, C31H30HfN9OS.

Calculated values
M, g/mol: 755.2
HOMO level, Eh: -0.5672
Total charge: +3
Kohn-Sham gap, eV: 6.16
LUMO, hartree: -0.34078

Each line ends with the Löwdin charge.
CARTESIAN COORDINATES (ANGSTROEM)
H: 1.11243 -4.80473 -0.03036  0.094
H: -4.17575 1.69224 -1.35364  0.128
C: 2.84046 0.83587 2.20245  -0.084
H: 4.47413 1.10587 3.55729  0.135
C: 2.73200 3.55090 1.98205  0.043
C: 0.45787 0.42042 -3.22712  -0.187
H: -1.54282 1.00924 5.01799  0.126
C: -2.27854 1.84772 -0.68575  -0.785
C: 4.89582 -1.55636 -1.71441  0.050
C: 3.03712 -4.65667 -0.93008  -0.018
H: -1.47936 1.09131 -4.71825  0.133
N: 2.55532 -0.57132 -0.61148  -0.053
H: 2.41547 -0.43554 -4.53870  0.129
C: -0.54753 -3.92353 1.65462  0.025
C: 1.69683 -2.75540 -0.20803  -0.190
H: 0.28141 4.86320 -0.84467  0.105
H: -1.46524 0.62468 -7.23820  0.146
H: -0.37341 -4.67056 0.90185  0.102
H: 4.38722 3.59959 3.35299  0.140
S: -2.14648 0.20910 -0.30005  0.740
C: 1.86163 -4.10763 -0.35340  0.030
C: 3.69602 2.97087 2.80709  0.025
N: -1.27054 2.74803 -0.51543  0.019
H: 2.28017 1.05354 -5.51278  0.142
H: -3.57075 3.30812 -1.35050  0.139
H: 5.43601 0.51062 -1.94556  0.125
H: 0.99850 -1.66383 -6.14309  0.138
C: -0.66303 0.54902 3.11743  -0.112
H: 4.95118 -4.28521 -1.79740  0.133
C: 1.78218 0.12722 -5.22390  -0.063
H: -1.43568 3.73669 -0.64575  0.148
C: 3.91047 -2.45726 -1.27364  -0.133
N: -3.40659 2.32517 -1.19252  0.154
C: 2.73168 -1.92247 -0.72097  -0.161
H: 2.67144 4.62486 1.89565  0.126
H: -0.44490 1.58329 2.87734  0.110
N: -0.30689 -0.35898 2.21387  -0.075
C: 0.56265 4.71024 0.19967  0.021
H: -0.20430 5.15755 0.83973  0.125
H: 3.30991 1.31312 -0.95933  0.115
C: 4.04975 -3.86566 -1.37145  0.001
C: -0.76278 0.16360 -6.54650  -0.170
H: 2.28421 -0.85765 -7.06417  0.145
C: 3.74757 1.59653 2.92514  0.016
H: -1.15682 -0.81472 -6.24630  0.138
H: 3.11552 -5.73230 -1.00813  0.129
Hf: 0.51036 0.00024 0.17075  1.529
C: -0.15262 -2.62319 1.47992  -0.202
H: -0.28919 2.06398 -5.62467  0.141
N: -0.13885 2.35986 0.15079  -0.029
C: 3.50082 0.24934 -1.05329  -0.121
C: -1.53143 -3.45828 3.82006  0.007
N: 0.39103 0.35624 -2.06293  0.063
C: 1.40406 -0.69073 -6.44591  -0.172
C: 0.71336 3.25696 0.50260  -0.218
O: 0.46377 0.01240 -7.22644  -0.095
C: -0.57840 -1.68269 2.45729  -0.168
N: 1.91307 1.38444 1.41292  -0.032
C: -1.22606 -4.33836 2.82995  -0.017
H: 2.85590 -0.24689 2.25158  0.132
H: -2.05288 -1.38209 5.49875  0.143
H: -2.03058 -3.77840 4.72470  0.134
H: 1.48414 5.26055 0.35533  0.091
C: 4.69390 -0.19994 -1.61182  -0.012
N: 0.52607 0.49191 -4.50456  -0.044
H: 5.81752 -1.94278 -2.13302  0.142
N: 0.60884 -2.05364 0.40770  -0.094
C: -1.28427 0.22754 4.31905  -0.005
H: -1.49458 -5.38107 2.92821  0.128
C: -0.57962 1.05458 -5.33087  -0.064
C: -1.22100 -2.08543 3.64071  -0.128
C: 1.85144 2.73012 1.30857  -0.212
C: -1.56308 -1.09359 4.57649  0.059